Molecular formula: H2INS
Method: DFT, the ωB97M-V functional and the def2-TZVPD basis

Computed properties:
DFT total energy = -751.7856 Ha
Orbital gap (alpha / beta) = 0.2568 / 0.2480 hartree
Total charge = 0
Structure (SMILES) = NSI
ΔE to the lowest compared entry with this formula, charge and spin = 110.6 kJ/mol
E_HOMO (alpha / beta) = -0.3312 / -0.3292 Eh

Atoms and positions in Å:
N 0.89 -0.18 0.00
S -0.34 -1.17 0.04
I -2.90 0.47 -0.05
H 0.98 0.50 0.76
H 1.37 0.39 -0.75

What are the Löwdin partial charges on each atom? They are as follows, in elementary charge units: -0.5264, 0.4707, -0.0853, 0.0501, 0.0908

***

Molecular formula: C9H14
Method: DFT, the ωB97M-V functional and the def2-TZVPD basis

Computed properties:
DFT total energy = -351.0600 Ha
Orbital gap = 0.3744 hartree
Total charge = 0
ΔE to the lowest compared entry with this formula, charge and spin = 709.4 kJ/mol
E_HOMO = -0.3418 Eh

Atoms and positions in Å:
C -2.42 -0.59 -0.63
C -0.94 -0.74 -0.92
C -0.16 -0.09 0.15
C -0.28 -0.89 1.35
C -0.67 1.27 0.45
C -0.87 2.47 0.74
C 1.33 -0.16 -0.15
C 1.92 1.00 -0.98
C 2.33 -0.90 0.48
H -3.06 -0.72 -1.62
H -2.54 0.59 -0.25
H -3.08 -1.17 0.06
H -0.79 -1.85 -0.83
H -0.63 -0.41 -1.90
H 0.16 -0.35 2.42
H 0.29 -1.97 1.51
H -1.38 -1.07 1.56
H -0.97 3.55 1.29
H 1.16 1.48 -1.99
H 2.87 0.94 -1.79
H 2.23 2.01 -0.25
H 2.09 -1.67 1.17
H 3.43 -0.74 0.14

What are the Löwdin partial charges on each atom? They are as follows, in elementary charge units: -0.1285, -0.2379, -0.6172, -0.1202, -0.1276, 0.1136, -0.3101, -0.1521, 0.0518, 0.0978, 0.1178, 0.0707, 0.1448, 0.1171, 0.1668, 0.1348, 0.0882, 0.1045, 0.1369, 0.1012, 0.1306, 0.0168, 0.1000

***

Molecular formula: H12S6
Method: DFT, the ωB97M-V functional and the def2-TZVPD basis

Computed properties:
DFT total energy = -2396.2324 Ha
Orbital gap = 0.3548 hartree
Total charge = 0
Structure (SMILES) = S.S.S.S.S.S
ΔE to the lowest compared entry with this formula, charge and spin = 28.0 kJ/mol
E_HOMO = -0.3386 Eh

Atoms and positions in Å:
S -1.75 -0.27 -2.30
H -0.44 -0.62 -2.34
H -1.86 -1.56 -1.94
S 1.73 -1.35 -2.89
H 2.32 -2.47 -3.25
H 1.65 -0.69 -4.04
S -0.79 2.70 -2.17
H 0.23 2.85 -1.34
H -0.68 3.90 -2.69
S 2.23 -1.67 2.19
H 3.11 -2.56 1.68
H 2.79 -0.57 1.71
S 0.27 2.65 2.78
H 1.42 2.60 3.51
H -0.63 2.70 3.78
S -2.65 -1.76 2.64
H -3.10 -2.57 1.69
H -3.86 -1.31 2.97

What are the Löwdin partial charges on each atom? They are as follows, in elementary charge units: 0.3970, -0.3245, -0.2079, 0.5306, -0.2271, -0.1881, 0.4676, -0.2178, -0.2336, 0.4627, -0.2194, -0.2450, 0.4433, -0.2147, -0.2225, 0.4777, -0.2385, -0.2397

***

Molecular formula: C18H35B2F13N2O22S5Zr2
Method: DFT, the ωB97M-V functional and the def2-TZVPD basis

Computed properties:
DFT total energy = -5904.6219 Ha
Orbital gap = 0.2966 hartree
Total charge = 0
E_HOMO = -0.3477 Eh

Atoms and positions in Å:
Zr -3.00 1.38 -2.65
Zr -1.03 1.94 1.26
N -3.78 3.01 -1.66
S -2.93 4.34 -0.75
O -1.86 3.76 0.03
O -3.66 5.35 -0.03
F -2.28 5.04 -1.99
S -5.19 3.71 -1.55
O -5.34 4.87 -2.37
O -5.81 3.67 -0.26
F -5.96 2.55 -2.32
N -0.16 3.50 2.31
S 1.49 3.62 2.95
O 1.54 3.62 4.38
O 2.45 4.24 2.13
F 1.79 2.05 2.66
S -0.54 5.03 2.85
O 0.25 6.00 2.15
O -0.96 5.12 4.20
F -1.98 5.28 2.16
B -3.18 1.80 1.74
H -2.60 0.89 2.01
H -2.60 2.64 2.21
H -3.12 1.96 0.64
H -4.24 1.84 2.17
B -4.65 -0.09 -2.27
H -4.87 0.56 -3.15
H -3.62 -0.49 -2.48
H -4.55 0.56 -1.36
H -5.42 -0.92 -2.12
O -2.35 0.17 -4.35
C -1.33 0.83 -5.12
C -0.54 1.93 -4.32
O -1.27 2.51 -3.23
H -1.86 1.28 -5.98
H -0.72 0.17 -5.76
H -0.24 2.73 -4.99
H 0.37 1.46 -3.93
O 0.35 0.36 1.16
C 0.20 -0.64 0.14
C -1.06 -0.37 -0.81
O -1.70 0.94 -0.78
H 0.22 -1.67 0.51
H 1.14 -0.57 -0.40
H -1.74 -1.23 -0.74
H -0.90 -0.39 -1.90
C 3.53 -8.20 -0.44
C 3.64 -6.69 -0.64
O 3.31 -5.96 0.53
C 3.47 -4.65 0.48
O 3.92 -4.09 -0.49
C 3.06 -3.94 1.76
F 2.26 -4.62 2.57
F 4.21 -3.69 2.43
F 2.45 -2.77 1.51
H 2.50 -8.54 -0.36
H 4.05 -8.49 0.47
H 4.03 -8.72 -1.25
H 3.02 -6.37 -1.48
H 4.69 -6.53 -0.87
C 1.53 -1.74 4.96
C 0.81 -0.64 4.20
O 0.09 0.10 5.26
C -0.76 1.01 4.83
O -0.87 1.30 3.68
C -1.60 1.74 5.92
F -1.06 2.93 6.18
F -2.83 1.89 5.43
F -1.66 1.06 7.08
H 2.34 -2.12 4.34
H 0.88 -2.57 5.27
H 2.04 -1.41 5.86
H 0.11 -0.98 3.45
H 1.53 0.10 3.86
C 2.95 0.51 -1.70
C 3.19 1.52 -0.56
O 2.85 2.86 -0.90
C 1.64 3.32 -0.87
O 0.66 2.76 -0.44
C 1.59 4.81 -1.32
F 0.80 4.87 -2.40
F 1.09 5.57 -0.36
F 2.81 5.26 -1.62
H 2.02 0.79 -2.21
H 2.79 -0.49 -1.29
H 3.80 0.46 -2.37
H 4.25 1.53 -0.30
H 2.65 1.25 0.35
C 0.47 -4.24 -3.84
C 1.49 -3.82 -2.80
O 0.74 -3.51 -1.68
S -0.39 -4.59 -1.41
O -1.54 -3.96 -0.81
O 0.08 -5.80 -0.79
O -0.55 -4.88 -3.00
H 0.81 -5.02 -4.51
H 0.00 -3.42 -4.37
H 2.08 -2.97 -3.14
H 2.23 -4.59 -2.59

What are the Löwdin partial charges on each atom? They are as follows, in elementary charge units: 1.8188, 1.8504, -0.4115, 0.6824, -0.3927, -0.1749, -0.0987, 0.4630, -0.2164, -0.2215, -0.1752, -0.4142, 0.6125, -0.2050, -0.1968, -0.2043, 0.5452, -0.2301, -0.2097, -0.1754, -0.3861, -0.0014, -0.0289, -0.0399, 0.0636, -0.3865, -0.0147, -0.0386, -0.0149, 0.0369, -0.3911, -0.3014, -0.2806, -0.4048, 0.0961, 0.1008, 0.1068, 0.0857, -0.3978, -0.2196, -0.2096, -0.4930, 0.0970, 0.0642, 0.1010, 0.0962, -0.0476, -0.2128, 0.0476, -0.3898, 0.1577, -0.5362, 0.1849, 0.1583, 0.1618, 0.0787, 0.0811, 0.0797, 0.1113, 0.1310, -0.0442, -0.1345, 0.0651, -0.3488, 0.0162, -0.5170, 0.1789, 0.1873, 0.1723, 0.0668, 0.0851, 0.0859, 0.1250, 0.1128, -0.0296, -0.1531, 0.0707, -0.3568, 0.0573, -0.5367, 0.1799, 0.1877, 0.1764, 0.0715, 0.0636, 0.0814, 0.1329, 0.1044, -0.1053, -0.2070, -0.1989, 0.6444, -0.2183, -0.2269, -0.2013, 0.1349, 0.1333, 0.1423, 0.1116

***

Molecular formula: C20H43FNO4P
Method: DFT, the ωB97M-V functional and the def2-TZVPD basis

Computed properties:
DFT total energy = -1584.6323 Ha
Orbital gap = 0.1826 hartree
Total charge = 0
ΔE to the lowest compared entry with this formula, charge and spin = 8.7 kJ/mol
E_HOMO = -0.2129 Eh

Atoms and positions in Å:
C 6.74 0.32 -2.05
C 5.80 0.36 -3.26
C 4.43 0.92 -2.89
O 3.79 1.59 -3.92
P 2.18 2.07 -3.36
C 0.42 2.59 -2.82
F 0.04 2.19 -1.51
C -0.69 2.20 -3.79
C -0.80 0.71 -4.18
O 2.19 0.67 -2.27
C 3.41 -0.04 -2.25
C 3.17 -1.39 -2.92
C 2.51 -2.45 -2.01
C 1.42 -1.92 -1.04
C 1.89 -1.61 0.37
O 1.15 -1.39 1.31
O 3.24 -1.62 0.57
H 6.19 0.02 -1.15
H 7.14 1.31 -1.85
H 7.57 -0.38 -2.19
H 6.21 1.03 -4.03
H 5.74 -0.64 -3.69
H 4.63 1.65 -2.07
H 1.68 1.29 -4.47
H 2.20 3.23 -4.25
H 2.79 2.90 -2.34
H 0.46 3.68 -2.79
H -0.55 2.81 -4.69
H -1.64 2.52 -3.35
H -1.73 0.26 -3.83
H -0.80 0.60 -5.27
H 0.04 0.13 -3.81
H 3.76 -0.18 -1.23
H 2.60 -1.20 -3.82
H 4.13 -1.82 -3.24
H 3.27 -2.93 -1.40
H 2.05 -3.21 -2.64
H 0.64 -2.68 -0.91
H 0.94 -1.02 -1.43
H 3.47 -0.79 1.00
C -1.73 -0.20 0.84
C -2.18 -1.30 1.78
C -3.70 -1.42 1.90
C -4.44 -0.18 2.39
N -4.28 0.20 3.85
C -4.48 -0.97 4.79
C -3.09 -1.47 5.14
C -2.25 -0.19 5.17
C -2.89 0.75 4.15
C -5.30 1.24 4.13
H -2.04 0.80 1.17
H -0.64 -0.19 0.79
H -2.11 -0.35 -0.17
H -1.71 -1.16 2.75
H -1.79 -2.26 1.42
H -3.97 -2.29 2.50
H -4.10 -1.62 0.90
H -5.51 -0.32 2.24
H -4.13 0.70 1.82
H -4.99 -0.58 5.67
H -5.12 -1.70 4.30
H -2.72 -2.17 4.40
H -3.09 -1.98 6.10
H -1.20 -0.38 4.93
H -2.27 0.27 6.16
H -2.33 0.81 3.21
H -3.01 1.76 4.53
H -6.29 0.81 4.00
H -5.16 2.07 3.44
H -5.18 1.58 5.16

What are the Löwdin partial charges on each atom? They are as follows, in elementary charge units: -0.1035, -0.1896, -0.4398, -0.3075, 0.5470, -0.4470, -0.1221, -0.2579, -0.1294, -0.3137, -0.3568, -0.1184, -0.1657, -0.0925, -0.4624, 0.0565, 0.0661, 0.0613, 0.0694, 0.0616, 0.1107, 0.0910, 0.1259, 0.0136, -0.0073, 0.0267, 0.0865, 0.0989, 0.0920, 0.0506, 0.0629, 0.0365, 0.1197, 0.1205, 0.1010, 0.1028, 0.1040, 0.1184, 0.1176, 0.1223, -0.0833, -0.2465, -0.1685, -0.1147, -0.2555, -0.0950, -0.1386, -0.1259, -0.0674, 0.0061, 0.0654, 0.0573, 0.0905, 0.0810, 0.1199, 0.1062, 0.1312, 0.1333, 0.1329, 0.1330, 0.1358, 0.1064, 0.1253, 0.1255, 0.1188, 0.1071, 0.1303, 0.1118, 0.1165, 0.1113

***

Molecular formula: C30H26AuBrF3N3SSb
Method: DFT, the ωB97M-V functional and the def2-TZVPD basis

Computed properties:
DFT total energy = -4969.8011 Ha
Orbital gap (alpha / beta) = 0.2623 / 0.1333 hartree
Total charge = +3
Multiplicity = 3
ΔE to the lowest compared entry with this formula, charge and spin = 0.0 kJ/mol
E_HOMO (alpha / beta) = -0.5856 / -0.5911 Eh

Atoms and positions in Å:
Au -0.05 -0.28 -1.58
C -2.47 4.50 -2.99
C -2.63 3.13 -2.41
C -3.87 2.65 -1.97
C -3.99 1.39 -1.42
C -2.85 0.62 -1.31
Br -2.89 -1.12 -0.60
N -1.65 1.05 -1.73
C -1.55 2.28 -2.26
H -2.27 5.22 -2.19
H -3.38 4.81 -3.51
H -1.64 4.54 -3.69
H -4.75 3.28 -2.07
H -4.94 1.01 -1.08
H -0.56 2.58 -2.58
C 4.37 -4.46 -4.91
C 3.08 -3.78 -4.62
C 1.95 -3.86 -5.41
C 0.79 -3.17 -5.06
N 0.77 -2.40 -3.94
C 1.84 -2.34 -3.22
S 1.91 -1.38 -1.74
N 2.99 -3.00 -3.52
C -0.45 -3.24 -5.86
H 4.19 -5.51 -5.12
H 5.08 -4.37 -4.10
H 4.81 -4.01 -5.81
H 1.97 -4.47 -6.30
H 3.80 -2.91 -2.91
H -0.93 -4.21 -5.68
H -0.22 -3.19 -6.93
H -1.13 -2.45 -5.58
F 3.93 -1.27 7.03
C 3.19 -1.05 5.96
C 2.00 -1.75 5.83
C 1.23 -1.53 4.71
C 1.62 -0.57 3.77
C 2.85 0.08 3.91
C 3.63 -0.13 5.02
Sb 0.45 -0.07 2.15
C -1.54 -0.40 2.65
C -2.43 0.68 2.65
C -3.76 0.48 2.99
C -4.17 -0.81 3.29
F -5.44 -1.01 3.61
C -3.32 -1.91 3.26
C -2.00 -1.69 2.93
C 0.73 2.00 1.99
C 1.09 2.59 0.78
C 1.26 3.96 0.70
C 1.06 4.72 1.84
F 1.22 6.03 1.76
C 0.70 4.16 3.06
C 0.54 2.79 3.13
H 1.71 -2.45 6.61
H 0.29 -2.06 4.60
H 3.17 0.80 3.16
H 4.57 0.38 5.19
H -2.09 1.68 2.41
H -4.46 1.29 3.03
H -3.70 -2.89 3.51
H -1.33 -2.54 2.88
H 1.26 1.98 -0.10
H 1.56 4.45 -0.22
H 0.57 4.79 3.92
H 0.27 2.34 4.08

What are the Löwdin partial charges on each atom? They are as follows, in elementary charge units: 0.6069, -0.0144, -0.2192, 0.0386, -0.0512, -0.7268, 0.8552, -0.1668, -0.0718, 0.1032, 0.0988, 0.0925, 0.1439, 0.1258, 0.1247, 0.0389, -0.1855, 0.1035, -0.2260, 0.1367, -0.6700, 0.7786, 0.1401, 0.0153, 0.1202, 0.1033, 0.1255, 0.1580, 0.1686, 0.1191, 0.1107, 0.0955, 0.1446, -0.2443, 0.0393, -0.0864, -0.4027, -0.1052, 0.0366, 1.6597, -0.4359, -0.1215, 0.0227, -0.2565, 0.1288, 0.0224, -0.1499, -0.4135, -0.1449, 0.0139, -0.2568, 0.1238, 0.0359, -0.1033, 0.1413, 0.0982, 0.1075, 0.1401, 0.1022, 0.1370, 0.1384, 0.1065, 0.0594, 0.1304, 0.1398, 0.1201

***

Number 1: maximum force 0.0770 hartree/bohr. Number 2: maximum force 0.1515 hartree/bohr. Number 3: maximum force 0.0263 hartree/bohr. Number 4: maximum force 0.1259 hartree/bohr. Number 5: maximum force 0.0215 hartree/bohr. Number 6: maximum force 0.0091 hartree/bohr.